Entry 1:
Molecular formula: C3H6O2
Method: DFT, ωB97M-V/def2-TZVPD

ORCA input file:
```
! wB97M-V def2-TZVPD RIJCOSX def2/J DEFGRID3
* xyz 0 1
O -1.685 -0.445 -0.168
C -0.943 0.738 -0.004
C 0.537 0.465 0.122
C 1.090 -0.871 0.341
O 1.041 -0.304 -0.966
H -1.306 -0.882 -0.942
H -1.052 1.408 -0.874
H -1.346 1.256 0.872
H 1.154 1.321 0.393
H 0.410 -1.702 0.502
H 2.092 -0.979 0.755
*
```

E ... -7301.6719 eV
SMILES ... OC[C@H]1CO1
Highest occupied orbital energy ... -10.279 eV
Relative energy (zero: lowest compared OMol25 entry of this formula, charge and spin) ... 2.0063 eV
F_max ... 0.3 eV/Å
Gap between HOMO and LUMO ... 0.41580 Eh

Atom charges from the Löwdin analysis, given in e for atoms 1 to 8: -0.056 -0.220 -0.279 -0.107 -0.050 0.091 0.127 0.126

Entry 2:
Molecular formula: C3H13N2O
Method: DFT, ωB97M-V/def2-TZVPD

ORCA input file:
```
! wB97M-V def2-TZVPD RIJCOSX def2/J DEFGRID3
* xyz 1 1
N 1.164 -2.538 0.625
C -0.654 -0.024 -0.301
C -1.961 -0.602 -0.615
C -0.429 1.259 0.260
N -1.359 2.200 0.234
H 1.406 -3.023 -0.233
H 1.563 -3.040 1.414
H 1.658 -1.610 0.565
H 0.271 -0.499 -0.529
H -2.708 0.162 -0.818
H -2.326 -1.159 0.247
H -1.865 -1.302 -1.429
H 0.432 1.394 0.906
H 3.749 1.404 -2.315
H -2.339 2.017 0.429
H -1.093 3.168 0.154
H 2.568 0.380 0.531
H 3.406 1.548 -1.667
O 1.900 -0.117 0.034
*
```

E ... -8335.6363 eV
Highest occupied orbital energy ... -13.319 eV
Relative energy (zero: lowest compared OMol25 entry of this formula, charge and spin) ... 8.3459 eV
F_max ... 1.4 eV/Å
Gap between HOMO and LUMO ... 0.18183 Eh

Atom charges from the Löwdin analysis, given in e for atoms 1 to 8: 0.092 0.055 -0.012 -0.036 0.212 0.044 0.044 -0.028

Entry 3:
Molecular formula: C8H21FO5S2Si2
Method: DFT, ωB97M-V/def2-TZVPD

ORCA input file:
```
! wB97M-V def2-TZVPD RIJCOSX def2/J DEFGRID3
* xyz 0 1
O 0.411 -1.412 -0.407
S 0.304 -2.684 -1.284
O 0.234 -2.329 -2.789
F 1.709 -3.702 -1.088
Si -1.383 -3.963 -0.675
S -0.625 -6.028 -0.556
O -2.572 -3.948 -1.984
Si -3.947 -2.920 -1.611
H -1.949 -3.541 0.630
H 0.467 -6.036 -1.440
H -5.163 -3.745 -1.697
H -3.905 -2.279 -0.304
H -4.050 -1.933 -2.716
C 2.547 1.183 -1.181
C 3.755 0.952 -0.310
C 4.609 2.160 -0.626
O 3.711 3.231 -0.949
C 2.395 2.687 -1.119
H 1.654 0.650 -0.845
H 2.766 0.872 -2.210
H 3.460 0.968 0.745
H 4.265 0.006 -0.508
H 5.244 1.981 -1.500
H 5.246 2.455 0.214
H 1.795 2.990 -0.254
H 1.939 3.101 -2.022
C -0.792 1.221 1.933
C -1.350 2.521 2.454
C -2.737 2.536 1.849
O -3.150 1.168 1.721
C -2.011 0.325 1.948
H 0.034 0.827 2.531
H -0.439 1.355 0.904
H -1.420 2.483 3.548
H -0.755 3.396 2.180
H -2.728 2.977 0.847
H -3.457 3.082 2.465
H -2.140 -0.153 2.925
H -1.970 -0.453 1.181
*
```

E ... -59016.6379 eV
Highest occupied orbital energy ... -9.290 eV
F_max ... 7.5 eV/Å
Gap between HOMO and LUMO ... 0.30234 Eh

Atom charges from the Löwdin analysis, given in e for atoms 1 to 8: -0.389 0.707 -0.363 -0.315 0.217 0.434 -0.512 0.574